No. 1
The following is a DFT calculation (the ωB97M-V functional and the def2-TZVPD basis) of C26H60CaCl4F2N9O12S2 as an isolated structure.

Properties
HOMO-LUMO gap (spin up / spin down) = 8.7 / 4.5 eV
LUMO energy (spin up / spin down) = -4.63 / -8.78 eV
Highest occupied orbital energy (spin up / spin down) = -13.292 / -13.292 eV
Total charge = +2
Spin multiplicity = 2

Element x y z (Å)
Ca -1.7162 2.5952 0.4768
N -0.8748 0.5709 0.5713
S -1.0404 -0.6831 -0.2304
O -1.7037 -1.8080 0.2984
O -0.0147 -0.9008 -1.2427
F -2.1779 -0.1149 -1.1632
S 0.1989 -0.1926 1.6647
O 1.5616 -0.4941 1.3127
O -0.4006 -1.0809 2.6749
F 0.5426 1.1369 2.5288
C -0.1764 -6.5241 -4.0277
C -0.2835 -5.1053 -3.4265
O 0.6405 -4.6228 -2.7838
N -1.4230 -4.4412 -3.7145
C -1.6321 -3.0239 -3.2814
H 0.7046 -6.7620 -4.6238
H -0.9798 -6.8934 -4.6652
H -0.0943 -7.1023 -3.1073
H -2.1101 -4.9022 -4.2937
H -2.5738 -2.5517 -3.5610
H -0.8367 -2.3912 -3.6753
H -1.6571 -2.8391 -2.2075
C 4.8177 -4.8861 2.5415
C 4.4366 -3.9332 3.6679
O 5.3156 -3.4687 4.3705
N 3.1625 -3.5166 3.7487
C 2.5960 -2.5045 4.5900
H 4.2938 -5.8377 2.6318
H 5.8870 -5.0946 2.5765
H 4.6204 -4.3784 1.5973
H 2.5730 -3.9281 3.0393
H 2.1495 -2.8153 5.5345
H 1.7623 -2.1221 4.0011
H 3.3239 -1.7104 4.7562
C 5.4114 3.3569 -2.8856
C 4.6243 2.2300 -2.2050
O 5.0208 1.8163 -1.1579
N 3.5330 1.7733 -2.8622
C 2.7760 0.7019 -2.3238
H 5.6992 3.0675 -3.8964
H 6.3063 3.5118 -2.2830
H 4.8418 4.2824 -2.8009
H 3.2365 2.2026 -3.7270
H 3.4103 0.0113 -1.7680
H 2.4305 0.2084 -3.2322
H 1.9714 1.0241 -1.6628
C -0.2589 -5.3447 0.3330
C 0.9290 -4.4814 0.7685
O 1.2236 -4.3611 1.9777
N 1.5328 -3.8787 -0.2245
C 2.8038 -3.1645 -0.1801
H -1.0183 -4.7256 -0.1448
H -0.8772 -5.8631 1.0658
H 0.1561 -6.0944 -0.3406
H 1.1394 -4.0303 -1.1423
H 3.0330 -2.6082 0.7289
H 2.9912 -2.4903 -1.0158
H 3.5868 -3.9067 -0.3359
C -3.6989 4.4230 -3.1076
C -3.8357 3.1050 -2.4087
O -3.1445 2.7977 -1.3937
N -4.7502 2.2462 -2.9111
C -5.0300 0.8507 -2.4731
H -3.8646 5.2285 -2.3922
H -4.4739 4.6611 -3.8362
H -2.6699 4.5548 -3.4421
H -5.2605 2.5557 -3.7259
H -4.7518 0.5737 -1.4563
H -4.5896 0.1426 -3.1750
H -6.1156 0.7666 -2.5226
C -3.8788 4.2068 3.6102
C -2.5490 3.4427 3.7579
O -2.0099 2.8324 2.7821
N -2.0752 3.4717 4.9619
C -0.8904 2.6977 5.4085
H -3.6728 5.1881 3.1829
H -4.3600 4.3120 4.5826
H -4.6387 3.7962 2.9454
H -2.6916 3.9303 5.6175
H -0.1867 3.2496 6.0317
H -0.2846 2.3104 4.5893
H -1.1491 1.8888 6.0917
C 0.5432 5.6701 2.6077
C 0.8960 4.4536 1.8198
O 0.0680 3.9732 1.0778
N 2.1738 3.9781 1.9618
C 2.6455 2.8191 1.2027
H 0.5785 6.6167 2.0685
H 1.1862 5.8148 3.4759
H -0.4571 5.4796 2.9965
H 2.8474 4.6227 2.3502
H 3.2139 3.1830 0.3468
H 1.8331 2.2557 0.7437
H 3.3079 2.1396 1.7389
C 0.9244 4.5219 -2.5737
C 0.0599 3.3120 -2.5677
O -0.5750 2.9868 -1.5964
N 0.2044 2.5957 -3.6786
C -0.4253 1.2885 -3.8912
H 1.0937 4.7765 -1.5274
H 0.5341 5.4334 -3.0262
H 1.8986 4.3089 -3.0138
H 0.8936 2.9024 -4.3502
H 0.0827 0.4989 -3.3375
H -0.3472 0.9858 -4.9354
H -1.4732 1.2690 -3.5919
C -1.9051 -3.7495 3.4369
Cl -0.9770 -4.1686 4.8863
Cl -2.9641 -5.0639 2.8271
H -2.4456 -2.8241 3.6360
H -1.2050 -3.4206 2.6688
C -4.9144 -2.1900 0.1345
Cl -6.5482 -1.5951 0.4357
Cl -4.5144 -2.4036 -1.5744
H -4.2105 -1.4870 0.5799
H -4.8450 -3.1267 0.6877

Mulliken atomic charge list, values in e, 5 entries: number 1, Ca, carries 2.823; number 2, N, carries 0.995; number 3, S, carries -0.710; number 4, O, carries -0.333; number 5, O, carries -0.321

---

No. 2
The following is a DFT calculation (the ωB97M-V functional and the def2-TZVPD basis) of C26H62AgClN6O10 as an isolated structure.

Properties
HOMO-LUMO gap = 9.0 eV
LUMO energy = 0.51 eV
Highest occupied orbital energy = -8.443 eV
Energy relative to the best compared isomer or geometry (same formula, charge and spin) = 0.0000 eV

Element x y z (Å)
Ag -26.6955 -11.6900 7.0505
Cl -25.2021 -9.6357 8.3723
C -29.3259 -10.4307 5.4688
O -28.7042 -10.6810 6.7129
C -29.6549 -10.8119 7.7909
C -28.9028 -11.0849 9.0944
O -27.9947 -12.2070 8.9758
C -27.2298 -12.5075 10.1297
H -30.0452 -9.6132 5.5167
H -29.9359 -11.3028 5.2335
H -28.5939 -10.2566 4.6801
H -30.3188 -11.6602 7.6249
H -30.2999 -9.9332 7.7937
H -29.5984 -11.3910 9.8758
H -28.3228 -10.1996 9.3548
H -26.6779 -11.5989 10.3705
H -26.5572 -13.3421 9.9318
H -27.8498 -12.9272 10.9218
C -29.2727 -14.1517 5.9770
O -27.9994 -13.5448 5.8165
C -27.7268 -13.4183 4.4496
C -26.2184 -13.1586 4.1810
O -25.7935 -12.0527 4.9778
C -24.4233 -11.6896 4.7365
H -29.3846 -15.1357 5.5217
H -30.0734 -13.5435 5.5562
H -29.4445 -14.2133 7.0516
H -28.3558 -12.6729 3.9630
H -27.9484 -14.3074 3.8593
H -26.0580 -12.9902 3.1162
H -25.7030 -14.0993 4.3746
H -24.4336 -11.3898 3.6886
H -23.7334 -12.5294 4.8199
H -24.0610 -10.8235 5.2904
C -31.1271 -7.2678 12.5273
C -30.1477 -7.7005 11.4482
O -30.5196 -8.3573 10.4603
N -28.8519 -7.3110 11.6444
C -27.7285 -7.5839 10.7721
H -31.0987 -6.1911 12.6947
H -30.8819 -7.7247 13.4860
H -32.1509 -7.6086 12.3729
H -28.6783 -6.8119 12.5051
H -28.1512 -7.8417 9.8010
H -27.1154 -8.4500 11.0211
H -27.0391 -6.7416 10.7131
C -21.5709 -9.7121 6.8136
C -21.0403 -9.0153 5.5756
O -20.6861 -9.6782 4.6120
N -21.0387 -7.7054 5.6182
C -20.7429 -6.8106 4.4992
H -21.9676 -10.7019 6.5877
H -22.3075 -9.1321 7.3696
H -20.6974 -9.8911 7.4405
H -21.1871 -7.1808 6.4684
H -21.1179 -5.7955 4.6302
H -21.1236 -7.2143 3.5610
H -19.6601 -6.8827 4.3961
C -22.6728 -14.3481 7.1275
C -23.5859 -13.1989 7.7228
O -24.8231 -13.1159 7.4696
N -23.1164 -12.2726 8.5389
C -21.7936 -12.4482 9.1912
H -22.5314 -15.1624 7.8381
H -21.7084 -13.8932 6.9015
H -23.0944 -14.7407 6.2022
H -23.8052 -11.5760 8.7848
H -21.5954 -13.4592 9.5472
H -21.6951 -11.8276 10.0819
H -21.0197 -12.2091 8.4619
C -24.8031 -9.7774 12.3377
C -23.5928 -8.9209 12.1311
O -22.9669 -8.4992 13.1098
N -23.1610 -8.6444 10.8808
C -21.9565 -7.9461 10.5367
H -24.4036 -10.7905 12.3827
H -25.3432 -9.8054 11.3913
H -25.5328 -9.5395 13.1117
H -23.6857 -9.0160 10.1020
H -21.8436 -7.6989 9.4811
H -21.1614 -8.6076 10.8808
H -22.0167 -7.0574 11.1649
C -27.9443 -7.0309 6.4765
C -27.0296 -7.0571 5.2564
O -27.4350 -6.6928 4.1399
N -25.8635 -7.6809 5.4170
C -24.9488 -7.8415 4.3112
H -28.1945 -6.0205 6.7998
H -27.5495 -7.5206 7.3666
H -28.8946 -7.4800 6.1876
H -25.7104 -8.1442 6.3014
H -25.2579 -7.4350 3.3482
H -24.8538 -8.9088 4.1115
H -23.9757 -7.4291 4.5779
C -20.9979 -3.7186 8.4943
C -21.8056 -4.9184 8.0684
O -21.2212 -5.8411 7.4666
N -23.1714 -4.8702 8.3246
C -24.1070 -5.9790 7.9158
H -20.0091 -3.9573 8.8860
H -21.4652 -3.1377 9.2895
H -20.8603 -3.0708 7.6286
H -23.5612 -4.0042 8.6685
H -23.6746 -6.6390 7.1637
H -25.0178 -5.6263 7.4319
H -24.3417 -6.5619 8.8064

Mulliken atomic charge list, values in e, 5 entries: number 1, Ag, carries 1.585; number 2, Cl, carries -1.259; number 3, C, carries -1.243; number 4, O, carries 0.854; number 5, C, carries -0.844

---

DFT total energy values (in a.u.) by entry order: -5936.51769 -2715.98637.